1.
A 3-piece molecular cluster, C19H46NO8P2 overall. Source: the OMol25 dataset; level of theory: the ωB97M-V functional and the def2-TZVPD basis.

Last column: Löwdin charge in e.
Atoms and positions in Å:
H 6.40903 2.89820 2.23185  0.07
H -7.30758 2.51315 -0.65450  0.07
H -2.68350 3.93522 -0.95762  0.11
H 5.66371 1.63406 3.18761  0.07
H -5.06317 0.69661 3.98694  0.07
H 1.92928 -0.46281 2.75983  0.11
H -0.43441 -0.98364 -1.25038  0.07
C 5.94838 2.69049 3.20351  -0.08
C 2.09094 3.92691 0.64154  -0.29
O 2.70221 1.13343 1.69850  -0.25
H 0.40055 0.81335 0.41773  0.07
H 2.61263 4.78997 1.06821  0.11
H 2.49619 -0.88872 -2.10639  0.07
C -6.07502 3.07193 1.02864  -0.30
H 1.23768 4.33734 0.09118  0.11
H 3.07452 -6.01795 -4.97864  0.10
C 4.15842 -6.51478 -2.93511  -0.16
H 4.88872 -7.02707 -3.71888  0.06
C -2.49809 2.98842 -0.43508  -0.29
O 3.30540 1.52576 3.93063  -0.25
C -4.57572 -0.54302 2.27911  -0.30
H -4.97844 -1.43385 1.78750  0.12
H 3.26372 3.84041 -1.16997  0.08
H -0.54611 -5.79386 -3.40157  0.09
C 2.96581 3.17856 -0.35127  -0.08
H -6.94826 3.46271 1.56168  0.11
C -2.14458 1.92317 -1.46221  -0.07
H -6.46422 0.18023 3.05061  0.07
H 1.42729 -6.74320 -2.26716  0.10
H -5.63186 -0.97874 4.11290  0.07
N 0.34652 -5.23889 -3.57036  -0.17
C -6.56961 2.05610 0.01150  -0.09
H -3.57514 -0.79000 2.64699  0.11
C 4.75132 3.60242 3.42739  -0.30
C -0.41399 -2.87382 -2.70727  -0.27
P 2.47020 2.28126 2.86800  0.76
H 4.38211 3.54929 4.45500  0.10
H 5.06230 4.64116 3.25951  0.11
O 1.53704 3.12537 1.68074  -0.28
C 0.46348 -4.26249 -2.42131  -0.27
H -5.76298 1.66751 -0.61499  0.07
H -0.37069 -2.54557 -3.85428  0.09
C 1.46712 -0.97000 -2.69276  -0.17
H 6.70087 2.83592 3.98376  0.07
H -2.11658 0.92128 -1.02315  0.06
O -2.27170 1.21904 1.42893  -0.27
H -2.90184 1.89006 -2.25273  0.07
O -5.20732 2.54897 2.03005  -0.29
H -1.17272 2.12949 -1.91948  0.07
P -3.65821 1.84717 1.71284  0.74
C 1.87949 -0.02070 1.76005  -0.29
H -1.67745 3.17277 0.26327  0.10
C -5.48747 -0.14239 3.42421  -0.10
H 2.43122 2.32047 -0.77067  0.07
H 4.72052 -5.68587 -2.32909  0.07
H -1.52458 -3.00136 -2.34556  0.08
H 1.04051 0.09023 -2.97221  0.06
H -0.15175 -0.61415 1.32420  0.08
O -3.69341 2.63649 0.24671  -0.28
H -7.03150 1.19888 0.51135  0.07
C 0.32714 -1.70992 -1.76291  -0.29
H 0.93078 -2.28208 -0.90688  0.09
H 1.57534 -3.85968 -2.33187  0.04
H -5.61180 3.93681 0.54235  0.11
O -4.49355 0.47962 1.29924  -0.26
H 3.88116 2.79548 0.10649  0.07
H 1.64944 -1.60337 -3.68461  0.07
O 3.72627 3.30733 2.48947  -0.28
H 3.08668 -4.62054 -3.71346  0.09
C 0.44483 0.29977 1.38312  -0.11
H 3.74755 -7.37233 -2.22508  0.07
H 1.19393 -7.23088 -4.08962  0.11
H 2.28748 -0.74985 1.05343  0.11
C 1.44273 -6.30568 -3.37756  -0.30
C 2.93811 -5.78879 -3.81580  -0.25
H -0.01539 0.96320 2.12385  0.05

multiplicity = 1
total charge = -1


2.
A 4-piece molecular cluster, C19H47BFN6O5S3 overall. Source: the OMol25 dataset; level of theory: the ωB97M-V functional and the def2-TZVPD basis.

Last column: Löwdin charge in e.
Atoms and positions in Å:
H -0.17277 2.96622 0.44134  0.12
H 2.39087 -3.28296 -2.87180  0.05
C -2.69048 -4.71044 3.48378  -0.27
H 3.25300 1.97980 -0.10703  0.08
H 5.95613 -0.73286 4.45627  0.06
H 0.67732 -0.20449 2.11504  0.16
H -0.64371 -2.36171 1.13204  0.10
S 5.65866 -1.20565 2.13669  0.80
H -1.59800 -3.85794 5.92127  0.06
H -3.93944 2.95507 -3.10890  0.09
H -0.91745 -3.60626 -3.03855  0.08
C 0.45173 0.66134 1.48683  -0.24
C -0.75740 2.69480 -1.64920  -0.15
H -2.93600 -4.57200 2.43235  0.04
H 3.16814 1.59029 1.61579  0.07
H 5.68804 0.86587 1.01928  0.04
O -2.49967 -2.11929 3.90332  -0.58
H -1.44266 1.99595 -2.13705  0.11
H 0.13094 4.97487 -3.91611  0.07
N -2.78471 -0.28229 -0.21492  0.20
H 2.97423 -2.62990 -1.31505  0.05
H -4.32849 4.61418 1.00401  0.13
C -1.16209 -1.63940 -2.22931  -0.42
H -5.66464 2.79693 -2.67230  0.10
H 0.25273 2.30899 -1.79809  0.10
H -1.61015 -4.76572 3.61615  0.06
H -0.85878 -3.56659 -1.26837  0.07
C 3.05106 -2.55527 -2.39885  -0.25
B -4.13833 3.23140 -0.35864  -0.73
O 4.17842 -1.22593 2.32805  -0.58
N 0.28461 4.21609 -3.26506  0.00
H -0.73217 4.84822 -1.56687  0.12
C -1.41700 -0.74603 0.19198  -0.44
S -3.31580 -3.28282 4.37338  0.82
C 6.40200 -1.43688 3.75432  -0.27
H 4.08485 -2.71075 -2.70613  0.06
H 0.41556 3.37377 -3.81186  0.07
H 3.91280 -1.33538 -4.76002  0.06
H -0.34677 0.10536 -1.43307  0.08
H -1.70348 3.65482 0.04025  0.11
C -2.81795 1.07547 -0.09910  -0.30
H 2.66282 -0.10169 -5.07732  0.05
H 6.19413 -2.45851 4.06524  0.05
N -1.55968 -1.99645 0.89548  0.13
H -2.39470 -3.38228 -2.10433  0.09
H -3.17502 -5.61181 3.85794  0.06
C 6.11743 0.51949 1.95767  -0.27
O -4.52449 3.98679 -1.40138  0.07
C -0.82043 4.06749 -2.32804  -0.27
F 0.41929 1.76326 2.34400  0.00
C 1.55395 0.82082 0.42996  -0.19
C -1.33306 -3.13578 -2.14606  -0.03
H 7.47844 -1.28655 3.67812  0.06
C 2.58369 1.89659 0.74945  -0.07
C -1.06652 2.79141 -0.15202  -0.09
C 2.86702 -1.06564 -4.61609  -0.25
H 2.09595 -0.12564 0.38715  0.11
H -4.50508 1.21710 -1.08637  0.16
H -3.15380 -4.67848 6.29282  0.06
C -0.56786 -0.88963 -1.06178  -0.11
H 7.20241 0.61352 1.92095  0.06
H -1.80349 4.19750 -2.79992  0.10
N -1.72151 1.60689 0.45458  0.09
H -5.05577 4.31984 -3.33343  0.10
N -3.86033 1.77473 -0.54482  0.30
S 2.54367 -0.89296 -2.85931  0.78
H 5.70721 1.08834 2.79201  0.06
C -0.99741 0.45239 1.06653  -0.11
H -1.82542 -1.52301 -4.00198  0.06
C -4.80896 3.47250 -2.70269  -0.04
H 1.14027 0.99155 -0.55956  0.06
H 2.15747 2.88354 0.92127  0.07
H -1.52265 0.26994 2.01268  0.16
N -1.46436 -0.93690 -3.24631  0.15
O -3.97337 3.72870 0.88714  0.22
H 0.38177 -1.35265 -0.77565  0.11
H -2.03590 -1.84420 1.78506  0.05
H -2.93880 -2.95203 6.67651  0.05
C -2.68018 -3.74796 5.98162  -0.26
O 3.56422 0.03642 -2.30864  -0.54
H -3.53828 -0.77239 0.25755  0.17
H 2.20423 -1.82320 -5.03381  0.06

multiplicity = 1
total charge = +1


3.
A 4-piece molecular cluster, C19H47BrO17P4 overall. Source: the OMol25 dataset; level of theory: the ωB97M-V functional and the def2-TZVPD basis.

Last column: Löwdin charge in e.
Atoms and positions in Å:
C -5.75428 7.58029 -4.54875  -0.07
C -5.25078 6.61755 -5.60859  -0.26
H 4.85268 -2.93353 5.71600  0.08
H 0.00100 -5.26399 4.55004  0.08
C -1.44333 -1.20683 -5.64890  -0.07
H 1.47065 -4.70823 3.74464  0.07
H 4.55561 -1.17098 -3.28828  0.11
H -7.02948 3.73326 -2.64314  0.08
O 5.04210 -3.22836 1.65148  -0.17
Br 4.26428 -6.84860 2.25467  0.86
H 3.63397 -2.60166 7.84560  0.11
O -4.28685 3.94141 -4.62784  -0.18
O 0.33987 -0.90295 -2.15788  -0.18
H -2.39879 -1.11447 -2.03680  0.08
H 6.94487 -5.23637 1.01586  0.06
O 1.97383 -1.67373 6.99766  -0.18
H -2.51468 -1.39742 -5.58215  0.08
H 2.96361 0.39371 -1.19856  0.07
H -5.29927 7.10151 -6.58360  0.12
O 0.66988 -1.71477 -4.50632  -0.16
H 3.25104 -3.65568 5.58823  0.06
O 1.36651 0.87071 -3.63605  -0.22
H -5.86251 5.71941 -5.68804  0.10
H 0.22195 2.89116 -3.82249  0.06
H 1.55695 -1.05792 10.00747  0.07
H 4.00083 -3.94640 -0.89224  0.08
H -0.57565 5.17050 -3.97807  0.11
H -5.38009 8.58653 -4.73620  0.08
C -0.60802 0.02197 -1.60904  -0.26
H 3.90291 -1.05692 7.05820  0.12
O 3.83257 -5.07697 2.10451  -0.52
O 1.41546 -3.60209 8.53919  -0.22
H 3.58319 -2.09658 4.82486  0.08
O 2.53276 -1.28270 -3.19515  -0.19
H -0.24868 1.04602 -1.72626  0.11
O -2.08670 4.81162 -5.36131  -0.19
H -6.84394 7.61706 -4.55604  0.08
H 0.29239 0.14776 10.18071  0.08
C 0.53163 -0.90446 10.34379  -0.07
P 5.86027 -3.53506 0.17833  0.82
H -0.60783 -3.11899 -5.17311  0.12
O -2.82102 5.23894 -3.02693  -0.22
P 0.87172 -2.72980 7.49093  0.42
C 3.88404 -0.03633 -1.59405  -0.07
O 6.46798 -5.04480 0.19941  -0.24
C 3.72593 -0.51501 -3.02292  -0.27
H -1.18968 -2.27948 -3.76335  0.10
H 1.45839 -5.00695 5.49473  0.07
O -0.02699 -2.94601 6.20732  -0.16
C 3.36886 -2.00346 6.97225  -0.26
H -1.45884 -1.43974 9.73338  0.12
H -5.28868 2.39120 -3.80215  0.12
H -0.61051 2.42371 -5.30353  0.07
H -1.25450 -0.15784 -5.41266  0.06
H -5.41568 7.29092 -3.55252  0.07
H -1.98489 0.07703 -3.27459  0.05
O -3.87443 6.27212 -5.43238  -0.16
C -0.67184 3.05834 -4.41730  -0.08
H -0.38141 -2.94567 4.22743  0.12
O 4.83330 -3.46997 -1.05667  -0.23
H -7.01769 4.08122 -4.37351  0.08
C 4.84158 -4.23575 2.52303  -0.78
C -1.99471 -0.11382 -2.20055  -0.07
C 0.45758 -3.18133 4.88164  -0.25
P -3.31322 5.20438 -4.40983  0.43
H -0.39761 -2.81679 9.95180  0.11
H -1.54240 2.72914 -3.84555  0.07
C -0.68314 -2.13242 -4.71685  -0.25
C -5.11267 3.44287 -3.57210  -0.27
C -0.79639 4.51305 -4.81874  -0.27
H -6.29271 5.22255 -3.23719  0.06
H 3.74919 0.32053 -3.72249  0.11
H -0.64273 -0.18686 -0.53952  0.12
H -2.67210 0.60418 -1.73669  0.08
H 4.67420 0.71188 -1.52373  0.08
H -1.13470 -1.36492 -6.68206  0.08
C 0.87636 -4.62288 4.65537  -0.07
C -6.43861 4.16377 -3.45234  -0.07
H -4.57545 3.48061 -2.62249  0.11
O 5.44345 -4.37450 3.53956  0.11
P 1.13038 -0.57220 -3.51919  0.44
C -0.43692 -1.79123 9.58528  -0.28
H 0.47831 -1.10688 11.41413  0.08
C 3.78611 -2.71260 5.70353  -0.08
O -0.20200 -1.75326 8.17853  -0.19
H 4.14496 -0.87913 -0.95297  0.05
H 1.24345 -2.46952 4.63139  0.10
H -0.07422 4.74788 -5.60128  0.12

multiplicity = 1
total charge = 0
SMILES string = CCOP(=O)(OCC)OCC.CCOP(=O)(OCC)OCC.CCOP(=O)(OCC)OCC.O=C(OBr)OP(O)O


Total energy (a.u.)
-2090.60488, -2776.01999, -5970.95166
Maximum force (eV Å⁻¹)
8.8, 1.4, 4.3